# 1
{
  "formula": "C22H18N3O4",
  "method": "wB97M-V/def2-TZVPD",
  "species": ["O", "C", "O", "C", "C", "C", "C", "C", "C", "C", "C", "N", "C", "C", "C", "C", "C", "C", "C", "C", "C", "N", "C", "C", "C", "O", "N", "C", "O", "H", "H", "H", "H", "H", "H", "H", "H", "H", "H", "H", "H", "H", "H", "H", "H", "H", "H"],
  "positions_angstrom": [[1.929, 2.614, -2.979], [2.257, 1.447, -3.258], [3.309, 0.784, -3.328], [1.001, 0.533, -3.540], [1.289, -0.660, -4.477], [1.402, -1.815, -3.549], [1.794, -3.123, -3.803], [1.818, -4.029, -2.738], [1.516, -3.612, -1.431], [1.197, -2.276, -1.162], [1.067, -1.406, -2.242], [0.761, -0.054, -2.238], [0.407, 0.698, -1.149], [-0.173, 0.209, -0.018], [-0.262, 1.009, 1.215], [-0.058, 0.179, 2.479], [0.892, 0.614, 3.405], [1.085, -0.093, 4.591], [0.324, -1.243, 4.845], [-0.570, -1.721, 3.880], [-0.746, -1.019, 2.678], [-1.530, 1.767, 1.306], [-2.745, 1.167, 1.433], [-3.909, 1.857, 1.470], [-3.913, 3.295, 1.433], [-4.881, 4.052, 1.444], [-2.618, 3.826, 1.383], [-1.407, 3.156, 1.300], [-0.326, 3.735, 1.232], [0.165, 1.159, -3.864], [0.442, -0.781, -5.167], [2.199, -0.516, -5.070], [2.060, -3.405, -4.824], [2.081, -5.069, -2.928], [1.535, -4.337, -0.621], [1.064, -1.889, -0.154], [0.537, 1.780, -1.277], [-0.659, -0.772, -0.011], [0.500, 1.793, 1.192], [1.473, 1.508, 3.159], [1.846, 0.246, 5.296], [0.463, -1.793, 5.776], [-1.114, -2.655, 4.026], [-1.400, -1.415, 1.896], [-2.718, 0.083, 1.499], [-4.855, 1.342, 1.531], [-2.529, 4.831, 1.359]],
  "forces_ev_per_a": [[0.9027, 0.3110, 0.2560], [-1.0351, -0.9533, -1.1342], [0.5783, 0.9868, 0.3501], [0.8677, 0.8408, -0.7332], [-0.4497, 0.5516, -0.3448], [-0.0329, -0.7012, 0.4975], [-0.2997, 0.5884, 0.2701], [-0.0898, -0.1928, 0.3724], [0.2493, 0.1250, -0.6225], [-0.2185, -0.1377, -0.0860], [0.4705, -0.4081, -0.2499], [-1.0986, -0.3829, 1.1378], [-0.5903, -0.3192, 0.2006], [-0.0219, -0.4611, -1.0350], [0.2434, 0.0510, 0.3043], [0.2226, 0.1387, -0.4417], [-0.2036, -0.1341, 0.1535], [-0.1703, -0.1408, -0.1916], [0.1444, 0.0621, -0.1726], [0.0655, 0.2278, -0.3513], [0.1648, -0.1007, 0.6245], [-0.0938, 0.8061, 0.4394], [-0.2050, 0.3768, -0.1796], [-0.1026, -0.6247, 0.0917], [-0.1495, 0.8601, -0.1096], [0.6880, -0.7284, 0.0477], [0.3777, 0.0974, -0.0684], [0.4906, 0.1113, -0.0347], [-1.3057, -0.3316, 0.1411], [-0.0353, -0.2171, 0.0887], [0.1263, -0.1528, 0.0206], [-0.1369, 0.1291, 0.2828], [-0.0337, -0.0727, 0.3469], [-0.0618, 0.1991, 0.1064], [0.1229, 0.1389, -0.0840], [-0.0346, -0.4083, -0.2366], [0.5365, -0.3984, 0.0505], [0.5877, 0.1928, -0.0445], [-0.2042, -0.2414, 0.0332], [-0.1957, -0.3082, 0.2536], [-0.2831, -0.1365, -0.0937], [-0.0333, 0.1332, -0.2523], [0.1757, 0.2754, 0.1059], [0.2512, 0.0649, 0.3942], [-0.0878, 0.2721, -0.1330], [0.0289, 0.0126, 0.0452], [-0.1213, -0.0008, -0.0153]],
  "lowdin_charge": [-0.06, -0.69, -0.03, -0.19, -0.08, -0.16, -0.04, -0.12, -0.10, -0.02, -0.15, -0.01, -0.02, -0.06, -0.25, -0.16, -0.02, -0.08, -0.10, -0.08, -0.05, 0.06, -0.03, 0.01, -0.47, 0.03, 0.20, -0.43, 0.07, 0.14, 0.11, 0.12, 0.11, 0.09, 0.09, 0.09, 0.14, 0.10, 0.13, 0.12, 0.10, 0.10, 0.10, 0.10, 0.12, 0.11, 0.16],
  "e_above_lowest_kcal_mol": 0.0,
  "lumo_ev": 2.51,
  "total_charge": -1,
  "largest_force_ha_per_bohr": 0.0351,
  "smiles": "O=C([O-])[C@H]1Cc2ccccc2N1/C=C/[C@H](c1ccccc1)n1ccc(=O)[nH]c1=O",
  "homo_lumo_gap_ev": 6.4
}

# 2
{
  "formula": "C37H30Cl3N4O5RhTe",
  "method": "wB97M-V/def2-TZVPD",
  "species": ["Rh", "O", "N", "O", "C", "C", "C", "C", "C", "C", "N", "C", "C", "N", "C", "C", "C", "C", "H", "H", "H", "H", "H", "H", "H", "Cl", "C", "Cl", "Cl", "C", "O", "O", "C", "C", "C", "C", "C", "C", "Te", "N", "C", "O", "C", "C", "C", "C", "C", "C", "C", "C", "C", "C", "C", "C", "C", "C", "C", "C", "H", "H", "H", "H", "H", "H", "H", "H", "H", "H", "H", "H", "H", "H", "H", "H", "H", "H", "H", "H", "H", "H", "H"],
  "positions_angstrom": [[-0.388, -0.264, 0.106], [5.001, -2.332, -4.621], [3.795, -2.301, -4.589], [3.060, -2.664, -5.480], [3.161, -1.752, -3.348], [4.021, -1.324, -2.401], [3.541, -0.737, -1.180], [4.363, -0.294, -0.129], [3.780, 0.248, 0.990], [2.384, 0.346, 1.062], [1.602, -0.053, 0.074], [2.170, -0.597, -1.030], [1.268, -1.038, -2.054], [-0.046, -0.825, -1.781], [-0.967, -1.280, -2.604], [-0.606, -1.983, -3.760], [0.714, -2.180, -4.071], [1.717, -1.674, -3.210], [5.084, -1.424, -2.572], [5.439, -0.389, -0.206], [4.375, 0.588, 1.825], [1.886, 0.755, 1.933], [-1.995, -1.082, -2.331], [-1.384, -2.370, -4.403], [0.986, -2.725, -4.958], [-2.422, -3.195, 3.089], [-0.723, -2.705, 3.223], [-0.442, -1.876, 4.749], [0.330, -4.111, 3.093], [-0.478, -1.753, 2.042], [-0.117, -2.213, 0.928], [-0.684, -0.518, 2.189], [2.200, 8.816, -3.744], [1.773, 7.544, -3.068], [2.592, 6.915, -2.140], [2.213, 5.740, -1.502], [3.159, 5.135, -0.493], [0.977, 5.170, -1.841], [0.533, 3.269, -0.952], [-0.917, 1.607, -0.236], [-2.181, 1.341, -0.099], [-2.405, 0.043, -0.026], [-3.318, 2.281, -0.038], [-3.128, 3.649, 0.135], [-4.219, 4.501, 0.176], [-5.504, 3.990, 0.050], [-5.697, 2.625, -0.108], [-4.608, 1.770, -0.150], [0.204, 2.385, -2.845], [-1.099, 2.111, -3.256], [-1.336, 1.538, -4.494], [-0.264, 1.216, -5.316], [1.028, 1.490, -4.903], [1.291, 2.090, -3.670], [2.714, 2.416, -3.308], [0.104, 5.811, -2.727], [-1.276, 5.304, -3.050], [0.531, 6.984, -3.337], [3.213, 9.096, -3.463], [1.534, 9.639, -3.478], [2.163, 8.709, -4.829], [3.553, 7.355, -1.897], [3.973, 5.827, -0.285], [3.601, 4.205, -0.858], [2.666, 4.916, 0.456], [-2.132, 4.050, 0.270], [-4.068, 5.563, 0.320], [-6.355, 4.657, 0.085], [-6.699, 2.226, -0.195], [-4.742, 0.703, -0.265], [-1.936, 2.368, -2.622], [-2.352, 1.350, -4.815], [-0.435, 0.758, -6.282], [1.862, 1.244, -5.551], [3.406, 1.767, -3.843], [2.902, 2.304, -2.237], [2.953, 3.450, -3.569], [-1.672, 4.644, -2.278], [-1.284, 4.756, -3.995], [-1.966, 6.142, -3.147], [-0.137, 7.485, -4.031]],
  "forces_ev_per_a": [[-0.2804, 0.0509, -0.0306], [0.0920, -0.0360, -0.0668], [-0.1676, 0.1038, 0.3537], [-0.0029, -0.0098, -0.1044], [0.0140, -0.1163, -0.2191], [-0.1109, 0.1188, 0.1860], [0.1238, -0.1015, -0.2552], [-0.0225, 0.0440, 0.0566], [-0.0046, 0.0136, -0.0818], [-0.0004, 0.0738, -0.0637], [0.7462, -0.6830, 0.3563], [-0.1903, 0.2137, -0.1337], [-0.0775, 0.1208, 0.2265], [-0.0176, -0.0538, -0.1603], [0.0955, 0.0820, -0.1460], [-0.0085, 0.0305, 0.0662], [0.0301, 0.0197, 0.0295], [0.1024, -0.0262, -0.0339], [-0.0036, 0.0030, -0.0123], [0.0021, -0.0092, 0.0029], [0.0014, 0.0124, 0.0001], [-0.0109, -0.0578, 0.0208], [-0.0016, -0.0372, 0.0199], [-0.0007, 0.0053, -0.0108], [0.0003, 0.0199, -0.0289], [0.0021, 0.0024, 0.0036], [0.0041, 0.0063, -0.0216], [0.0009, 0.0042, 0.0143], [0.0078, -0.0128, 0.0015], [0.1121, 0.0827, 0.0489], [-0.2411, -0.0163, 0.0792], [0.1838, 0.2203, -0.0549], [-0.0144, -0.0011, -0.0018], [0.0001, 0.0106, -0.0092], [0.0000, -0.0123, -0.0014], [0.0246, 0.0493, -0.0295], [-0.0260, -0.0303, 0.0127], [-0.0388, 0.1027, 0.0643], [0.0890, -0.1188, -0.1000], [-0.2749, 0.3980, 0.1741], [-0.0759, -0.5243, -0.2083], [-0.1609, 0.1480, 0.0856], [0.0266, -0.0755, -0.0570], [0.0285, 0.0526, 0.0152], [-0.0070, 0.0017, 0.0032], [0.0046, -0.0126, -0.0121], [0.0160, 0.0078, -0.0007], [-0.0181, 0.0051, -0.0351], [-0.0186, -0.0717, 0.0247], [0.0559, -0.0020, -0.0624], [0.0093, 0.0225, 0.0155], [-0.0077, 0.0172, 0.0023], [0.0026, -0.0086, 0.0025], [-0.0069, -0.0069, -0.0071], [0.0130, -0.0046, 0.0435], [0.0082, 0.0039, -0.0144], [-0.0236, 0.0246, 0.0064], [-0.0074, 0.0086, 0.0103], [0.0035, -0.0009, 0.0010], [-0.0018, -0.0027, 0.0048], [0.0038, -0.0005, -0.0020], [0.0000, -0.0002, 0.0042], [0.0069, -0.0027, -0.0033], [-0.0008, -0.0133, -0.0037], [-0.0098, 0.0103, -0.0015], [0.0253, -0.0287, -0.0065], [-0.0034, 0.0015, -0.0023], [-0.0029, 0.0002, 0.0036], [-0.0028, 0.0005, 0.0000], [-0.0025, -0.0024, 0.0064], [-0.0190, -0.0550, 0.0538], [-0.0010, -0.0103, 0.0025], [-0.0023, 0.0061, -0.0069], [0.0079, -0.0005, -0.0102], [0.0122, 0.0193, -0.0245], [0.0036, -0.0323, -0.0004], [-0.0074, 0.0126, 0.0072], [0.0091, 0.0411, 0.0234], [0.0079, 0.0050, 0.0116], [0.0002, 0.0069, -0.0170], [-0.0024, -0.0054, -0.0037]],
  "mulliken_spin": [0.03, 0.00, 0.00, 0.00, 0.00, 0.00, 0.00, 0.00, 0.00, 0.00, 0.01, 0.01, 0.00, -0.01, 0.00, 0.00, 0.00, 0.00, 0.00, 0.00, 0.00, 0.00, 0.00, 0.00, 0.00, 0.00, 0.00, 0.00, 0.00, 0.00, 0.02, 0.00, 0.00, 0.02, 0.00, 0.00, 0.01, 0.05, 0.64, 0.21, 0.03, 0.00, -0.01, 0.02, 0.02, 0.00, 0.00, 0.00, 0.10, 0.01, 0.00, 0.00, 0.00, -0.08, 0.02, -0.07, 0.02, -0.01, 0.00, 0.00, 0.00, 0.00, 0.00, -0.01, 0.00, -0.03, 0.00, 0.00, 0.00, 0.00, -0.02, 0.00, 0.00, 0.00, 0.00, -0.01, 0.00, 0.00, 0.00, 0.00, 0.00],
  "e_above_lowest_kcal_mol": 0.0,
  "lumo_ev": [-4.08, -4.52],
  "total_charge": 1,
  "largest_force_ha_per_bohr": 0.0209,
  "spin_multiplicity": 2,
  "homo_lumo_gap_ev": [6.5, 6.7]
}

# 3
{
  "formula": "C5H12N3O",
  "method": "wB97M-V/def2-TZVPD",
  "species": ["C", "C", "N", "N", "C", "C", "N", "C", "O", "H", "H", "H", "H", "H", "H", "H", "H", "H", "H", "H", "H"],
  "positions_angstrom": [[-2.150, -1.271, 0.432], [-1.073, -0.526, 0.419], [-1.118, 0.659, 1.040], [-0.003, 1.222, 1.662], [0.146, -0.760, -0.393], [1.332, -1.628, 0.143], [0.693, 0.499, -0.800], [0.508, 1.113, -1.933], [1.133, 2.236, -2.304], [-2.983, -1.024, 1.001], [-2.192, -2.178, -0.045], [-2.044, 0.849, 1.442], [0.041, 0.988, 2.678], [-0.062, 2.351, 1.771], [-0.134, -1.276, -1.300], [2.077, -1.212, -0.558], [1.177, -2.636, -0.108], [1.624, -1.462, 1.285], [1.445, 0.842, -0.121], [-0.012, 0.659, -2.764], [1.593, 2.553, -1.548]],
  "forces_ev_per_a": [[0.5604, -0.2810, -0.0668], [0.3814, -0.5728, -0.0936], [-1.4852, 3.3095, 1.2655], [0.6903, 3.0772, 2.1374], [0.0768, -2.0912, 0.1195], [0.4120, 2.8513, 1.4387], [2.2288, 2.4345, -0.7022], [1.5780, 0.0831, -0.0746], [-1.7009, -2.0638, 0.0294], [-1.2472, 0.4704, 1.0671], [-0.1161, -1.8898, -1.4295], [0.7912, 0.0773, 0.0249], [-0.0590, -0.3467, -0.9486], [-0.2466, -3.3979, -1.0239], [-0.3692, -0.1219, -0.3307], [0.6776, -0.8636, 0.7928], [-0.2097, -1.3282, 0.0695], [-0.6933, -0.3191, -2.6153], [-1.7017, -0.0696, -0.9844], [-0.6542, -0.0660, 0.2595], [1.0867, 1.1081, 1.0653]],
  "lowdin_charge": [0.09, -0.37, -0.10, -0.01, -0.30, 0.01, 0.08, -0.05, 0.17, 0.06, 0.05, 0.16, 0.10, 0.16, 0.15, 0.09, 0.06, 0.14, 0.20, 0.18, 0.12],
  "e_above_lowest_kcal_mol": 95.1,
  "lumo_ev": -4.05,
  "total_charge": 1,
  "largest_force_ha_per_bohr": 0.0747,
  "smiles": "C=C(NN)[C@H](C)/[NH+]=C/O",
  "homo_lumo_gap_ev": 7.8
}